No. 1
9
Properties=species:S:1:pos:R:3 method="wB97M-V/def2-TZVPD" total_energy_ev=-30456.245 smiles=N#CP(P)#[PH2] homo_energy_ha=-0.346 orbital_gap_ev=9.639
P -0.051 0.080 -1.037
H -0.720 -2.442 0.077
N -2.700 0.219 0.444
H 0.238 -1.251 1.408
P 0.680 -1.728 0.068
H 2.410 0.888 -0.147
C -1.739 0.167 -0.191
P 1.088 1.518 0.154
H 0.793 2.549 -0.777


No. 2
9
Properties=species:S:1:pos:R:3 method="wB97M-V/def2-TZVPD" total_energy_ev=-33550.114 smiles="NC(=S)SP" homo_energy_ha=-0.317 orbital_gap_ev=9.009
H -0.607 -1.272 2.439
H 0.513 0.460 2.583
H 1.197 0.716 -2.113
H -0.211 1.780 -2.093
S 1.275 -0.573 0.481
P 0.803 -0.805 2.458
N 0.275 0.965 -1.630
C -0.161 0.638 -0.458
S -1.545 0.905 0.337


No. 3
7
Properties=species:S:1:pos:R:3 method="wB97M-V/def2-TZVPD" total_energy_ev=-13426.007 homo_energy_ha=-0.101 total_charge=-1 orbital_gap_ev=7.024
S 2.413 0.731 -0.667
H -0.756 0.732 -0.731
H -1.530 -0.210 1.370
H 0.237 -0.750 -0.665
C -0.745 -0.319 -0.402
H 1.849 0.611 0.555
N -1.467 -0.794 0.540


No. 4
7
Properties=species:S:1:pos:R:3 method="wB97M-V/def2-TZVPD" total_energy_ev=-5194.627 homo_energy_ha="0.039 / -0.087" multiplicity=2 total_charge=-1 orbital_gap_ev="3.063 / 6.322" s2=0.75
O -0.339 0.468 -1.449
H -0.629 -0.357 -1.856
O 0.138 -1.495 1.054
C 0.502 -0.292 1.329
H -0.262 0.501 1.338
H -0.950 1.120 -1.823
H 1.539 0.055 1.408


No. 5
7
Properties=species:S:1:pos:R:3 method="wB97M-V/def2-TZVPD" total_energy_ev=-5195.915 smiles="C=O.O" homo_energy_ha=-0.397 orbital_gap_ev=11.164
O 4.189 0.503 -0.526
H -0.999 0.104 -0.487
O 1.023 0.324 -0.573
H 4.304 0.953 0.341
H 3.219 0.351 -0.601
H 0.012 -0.404 1.040
C 0.000 0.000 0.000


No. 6
9
Properties=species:S:1:pos:R:3 method="wB97M-V/def2-TZVPD" total_energy_ev=-23773.229 homo_energy_ha=-0.350 orbital_gap_ev=9.356
O -1.080 -2.784 -1.346
H 1.363 0.924 -0.314
O 0.109 -0.572 -1.345
C 0.317 0.748 -0.467
P -0.534 0.407 1.186
H 0.685 -0.171 1.624
P -0.440 -1.846 -0.451
H -0.238 1.628 2.112
H -0.183 1.667 -0.999


No. 7
9
Properties=species:S:1:pos:R:3 method="wB97M-V/def2-TZVPD" total_energy_ev=-23771.794 homo_energy_ha="-0.347 / -0.291" orbital_gap_ev="8.417 / 7.038"
H 0.696 -1.022 -0.467
H 0.590 1.610 -2.595
P -2.594 -0.133 0.425
C 1.159 -0.307 0.220
P 0.208 1.225 0.044
H 1.103 -0.714 1.235
O -1.308 0.829 0.032
O -2.089 -1.163 1.324
H 2.235 -0.326 -0.219


No. 8
9
Properties=species:S:1:pos:R:3 method="wB97M-V/def2-TZVPD" total_energy_ev=-25322.395 smiles=[O-]P(O)CS homo_energy_ha=-0.097 total_charge=-1 orbital_gap_ev=6.229
P 1.126 -0.377 -0.340
H -0.990 1.074 0.018
H -0.876 -0.087 1.265
S -1.953 -0.940 -0.563
H -1.934 -1.698 0.495
O 1.299 1.194 -0.810
C -0.747 0.094 0.275
O 1.903 -0.512 0.920
H 2.173 1.251 -1.260


No. 9
8
Properties=species:S:1:pos:R:3 method="wB97M-V/def2-TZVPD" total_energy_ev=-5845.476 homo_energy_ha="-0.265 / -0.226" multiplicity=2 orbital_gap_ev="6.316 / 5.158" s2=0.77
H 0.044 -1.360 1.009
H -1.054 2.685 -1.383
H 1.219 -1.980 -0.193
H 1.400 -0.307 0.419
C 0.669 -1.090 0.139
O -1.035 0.335 -0.540
Rb -1.138 2.382 1.495
O -0.104 -0.664 -0.947


No. 10
8
Properties=species:S:1:pos:R:3 method="wB97M-V/def2-TZVPD" total_energy_ev=-16031.922 smiles="O=CO.S" homo_energy_ha=-0.362 orbital_gap_ev=10.524
H -0.527 1.874 2.462
O 0.974 -1.871 -0.464
O 1.132 -0.015 -1.714
H 2.068 -0.253 -1.627
C 0.456 -0.999 -1.091
S -1.642 1.138 2.496
H -0.624 -0.896 -1.253
H -1.836 1.021 1.191


No. 11
9
Properties=species:S:1:pos:R:3 method="wB97M-V/def2-TZVPD" total_energy_ev=-26862.762 smiles="CO[S@H](=O)=S" homo_energy_ha="-0.340 / -0.339" orbital_gap_ev="7.186 / 7.135"
H 1.970 0.406 -0.978
O -2.061 -1.603 -0.037
O 0.258 -0.686 -0.636
S -1.045 -0.650 0.349
C 1.126 0.417 -0.276
H -0.385 -1.147 1.526
S -2.043 1.687 -0.243
H 1.663 0.248 0.718
H 0.518 1.327 -0.423


No. 12
8
Properties=species:S:1:pos:R:3 method="wB97M-V/def2-TZVPD" total_energy_ev=-7243.736 smiles="O=CO.O" homo_energy_ha=-0.404 orbital_gap_ev=10.928
H 0.227 0.049 0.551
O 1.695 1.656 -1.534
H -1.485 -0.806 0.614
O -2.090 -1.550 0.390
C 1.225 1.205 -0.477
H -1.502 -2.336 0.324
H 1.331 1.707 0.505
O 0.599 0.075 -0.372


Table of maximum force (eV/A), in record order: 3.21, 4.47, 2.48, 0.82, 1.37, 3.08, 3.69, 3.84, 0.87, 0.83, 1.86, 5.03
Table of ΔE to the lowest compared entry with this formula, charge and spin (eV), in record order: 0.551, 0.609, 1.538, 0.764, 0.109, 1.931, 3.366, 2.893, 0.000, 0.153, 4.384, 0.915